The following is a DFT calculation (wB97M-V/def2-TZVPD) of a molecular structure, C4H8AgF12N2O12S4.

Last column: Mulliken charge in e.
Cartesian coordinates (Å):
O  -3.4587  -0.6920  -2.7351  -0.62
S  1.3735  2.6739  1.2947  0.68
O  3.9372  0.1371  0.6527  -0.67
O  0.2373  -2.8221  -2.0482  -0.85
F  3.8746  -1.4241  3.2048  -0.20
H  1.1518  1.5257  -2.6650  0.19
O  0.2458  2.9723  0.4748  -0.64
H  -1.9153  -0.4209  1.8216  0.19
O  -1.7542  0.7556  -3.6927  -0.63
C  -2.3258  -3.2548  -1.7252  0.62
F  -0.2710  2.1269  3.2762  -0.21
H  0.5284  -2.8718  0.6969  0.23
F  2.2772  -1.9008  1.8349  -0.27
S  -0.9656  -2.1560  -2.4710  0.94
H  0.2295  2.4697  -1.8744  0.22
F  -3.1711  -3.6056  -2.6665  -0.21
F  1.7278  2.7064  3.8903  -0.20
C  2.7554  -0.9674  2.6684  0.64
F  0.3701  4.2077  3.1623  -0.21
F  -2.9790  -2.5988  -0.7545  -0.23
O  -1.4305  0.3290  1.4627  -0.44
H  2.8366  -0.9110  -1.2965  0.22
F  1.8402  -0.7421  3.5932  -0.24
N  1.6341  1.0314  1.2005  -0.03
N  -1.1803  -0.7043  -1.6295  0.05
H  -1.8131  1.1106  1.8775  0.20
O  1.8716  -0.9656  -1.3104  -0.41
H  1.6351  -1.6462  -1.9650  0.23
C  -2.8813  1.4336  -1.4523  0.54
F  -3.7236  2.1482  -2.1774  -0.21
O  -1.1608  -2.1319  -3.8685  -0.58
S  3.1028  0.5862  1.7310  0.79
C  0.7495  2.9559  3.0296  0.66
F  -1.7554  -4.2919  -1.1377  -0.23
Ag  0.2544  0.0180  -0.1097  1.77
O  0.6418  1.5980  -1.8511  -0.27
O  2.5391  3.4371  1.0918  -0.55
O  3.7197  1.4586  2.6712  -0.55
O  -0.1665  -2.2043  0.6794  -0.42
H  -0.9363  -2.6323  1.0705  0.21
F  -1.9009  2.2461  -1.0250  -0.24
S  -2.2660  0.0737  -2.5571  0.95
F  -3.4781  0.9424  -0.3720  -0.21

## Properties
HOMO energy (spin up / spin down) = -10.98 / -10.92 eV
Spin multiplicity = 2
Frontier orbital gap (spin up / spin down) = 0.38781 / 0.25374 Eh
ΔE to the lowest compared entry with this formula, charge and spin = 0.578 eV
E = -111773.9055 eV
Total charge = 0

***

The following is a DFT calculation (wB97M-V/def2-TZVPD) of 2 unconnected molecules or ions with the total composition C25H38N2O2P.

Last column: Mulliken charge in e.
Cartesian coordinates (Å):
C  -0.9458  -1.1548  -0.6124  -0.61
C  -4.6539  -0.3191  -0.4088  -0.57
C  -1.3065  -1.5973  -4.4105  -0.84
H  -0.4994  -0.1958  -0.5366  0.28
C  -0.4836  -1.2840  -7.0769  -0.83
C  -2.3546  -0.9951  -0.0797  0.27
C  2.4375  0.2502  3.2755  -0.59
C  0.6679  -1.6320  -2.4275  -0.25
C  -7.3391  -0.5709  0.4517  -0.81
H  4.4752  0.2630  2.6792  0.30
C  3.4065  -0.1791  -1.2264  -1.72
O  0.5250  -1.4730  -6.0374  -0.43
C  -3.9829  -1.5526  1.6059  -0.87
N  3.1798  0.8531  1.0601  0.73
H  2.9740  0.6449  4.1611  0.30
C  -2.6719  -1.5357  1.1702  -0.23
C  -1.6590  -1.4975  -3.0644  -0.66
P  2.3690  2.2009  1.6490  -0.11
H  5.4462  -0.7116  0.5183  0.39
H  2.4445  0.1874  -1.6150  0.48
H  0.6521  0.4251  5.2671  0.38
H  -0.3716  -1.8300  0.0521  0.39
H  -1.2672  1.0473  2.0551  0.35
C  3.5043  -0.0067  2.2143  -0.55
C  -0.9538  0.8368  3.0902  -1.57
H  0.9554  3.6964  3.4052  0.48
H  -5.4019  0.2143  -0.9994  0.31
C  1.0502  -1.7411  -3.7466  -0.81
C  4.0347  2.1914  -0.7906  -1.91
C  -4.9937  -0.9868  0.7946  0.82
C  0.0358  3.1311  3.1687  -1.93
H  3.2971  -1.2086  -0.8451  0.47
H  -3.0107  0.2605  -1.6828  0.77
C  -3.3187  -0.2706  -0.7826  -0.98
H  -2.6961  -1.4937  -2.7469  0.69
H  -0.7939  3.4907  3.7976  0.43
H  -0.2783  1.9117  5.5340  0.46
H  3.6086  -1.0664  1.9421  0.35
H  -0.8267  -0.2485  3.2352  0.33
H  -1.1394  -2.1669  -7.1322  0.34
H  1.4019  -1.7338  -1.6253  0.57
H  -4.2527  -1.9138  2.5930  0.44
H  -1.0892  -0.3810  -6.8961  0.35
H  -7.2178  0.4978  0.2086  0.31
H  4.4308  2.8775  -0.0196  0.48
C  0.2918  1.6538  3.4804  1.21
H  6.0523  0.4027  -0.7289  0.46
H  -7.3919  -1.1649  -0.4748  0.34
O  -6.2640  -1.0627  1.2943  -0.44
C  3.9974  0.7859  -0.1855  1.21
H  -0.2376  3.2562  2.1091  0.45
H  0.0967  -1.1738  -7.9937  0.23
H  1.4674  2.0496  5.2573  0.40
C  -0.6779  -1.4359  -2.0758  -0.16
H  4.1080  -0.2111  -2.0758  0.35
H  1.9211  -0.6527  3.6330  0.37
N  1.4959  1.2391  2.7143  0.75
C  5.4168  0.3348  0.1693  -1.75
H  4.6964  2.1951  -1.6737  0.43
H  -2.0734  -1.4917  -5.1790  0.36
H  2.1012  -1.7575  -4.0331  0.38
H  -1.8745  -1.9955  1.7586  0.41
H  3.0218  2.4934  -1.1007  0.45
C  0.0682  -1.6463  -4.7629  1.00
H  -1.7773  1.1634  3.7460  0.45
H  5.8425  1.0160  0.9230  0.41
H  -8.2341  -0.7157  1.0585  0.25
C  0.5653  1.4840  4.9742  -1.76

## Properties
HOMO energy = -9.89 eV
Frontier orbital gap = 0.17896 Eh
ΔE to the lowest compared entry with this formula, charge and spin = 0.000 eV
E = -42898.1784 eV
Total charge = +1

***

The following is a DFT calculation (wB97M-V/def2-TZVPD) of a single C2H7N2OPS molecule.

Last column: Mulliken charge in e.
Cartesian coordinates (Å):
H  1.2093  -1.5056  1.6712  0.37
C  -0.6617  -0.4562  0.9372  -0.69
P  0.5353  0.9517  -0.7599  0.71
H  -0.7356  1.7295  -2.2567  0.30
H  0.1010  -2.4466  0.8609  0.33
N  -0.2232  0.8731  0.7576  -0.40
H  0.4167  1.2918  1.4459  0.29
O  1.5169  2.1844  -1.1152  -0.67
H  -1.3774  -0.6575  0.1225  0.33
H  -0.8375  0.0096  -2.2192  0.28
N  -0.8083  0.8766  -1.6349  -0.59
H  -1.0276  -0.4108  1.9674  0.35
C  0.5119  -1.3980  0.8607  -0.39
S  1.3803  -1.0419  -0.6375  -0.22

## Properties
HOMO energy = -9.43 eV
Frontier orbital gap = 0.37155 Eh
ΔE to the lowest compared entry with this formula, charge and spin = 1.390 eV
Structure (SMILES) = N[P@@]1(=O)NCCS1
E = -27340.2799 eV
Total charge = 0

***

The following is a DFT calculation (wB97M-V/def2-TZVPD) of a single C4H3FI2N2O2 molecule.

Last column: Mulliken charge in e.
Cartesian coordinates (Å):
F  3.2400  -0.6875  -0.7980  -0.20
I  -0.2442  2.5581  1.2281  0.17
C  2.4406  -0.3257  0.1723  -0.07
N  -0.7255  -0.0819  0.0709  0.25
H  -2.6783  -0.3808  1.0267  0.30
C  -0.1879  -0.8180  -0.8418  0.51
C  1.3560  0.5146  -0.2260  0.66
I  2.5510  -1.5208  1.8680  0.13
N  0.2719  0.6061  0.8646  -0.55
H  -2.4485  0.9907  -0.0457  0.36
O  -0.0923  -1.6002  -1.7028  -0.36
H  -2.5961  -0.6494  -0.6432  0.34
C  -2.2182  0.0056  0.1009  -0.87
O  1.3312  1.3891  -1.0740  -0.66

## Properties
HOMO energy (spin up / spin down) = -7.77 / -7.98 eV
Frontier orbital gap (spin up / spin down) = 0.24393 / 0.25390 Eh
E = -30184.7124 eV
Total charge = 0